ORCA calculation (wB97M-V/def2-TZVPD) on a gas-phase ion, C3H4N3 (charge +1) at a distorted geometry.

```
10
Properties=species:S:1:pos:R:3:mulliken_charge:R:1
C -1.4551 0.1117 0.2249 0.15
C 1.0754 -1.3693 -0.0673 0.19
C 0.6392 0.9367 -0.2169 -0.11
N -0.5659 1.1038 -0.1626 -0.24
N -1.1056 -1.0666 -0.2328 -0.46
N 1.4804 -0.2140 0.1012 -0.03
H -2.2080 0.5996 0.7137 0.45
H 1.1676 1.7953 -0.3956 0.42
H -1.5759 -1.9625 -0.2028 0.26
H 2.5479 0.0651 0.2382 0.38
```

## Properties
spin multiplicity = 1
net charge = +1
HOMO level = -16.0 eV
energy relative to the best compared isomer or geometry (same formula, charge and spin) = 57.2 kcal per mole
orbital gap = 0.3682 hartree
lowest unoccupied orbital energy = -5.98 eV

***

ORCA calculation (wB97M-V/def2-TZVPD) on 2 unconnected molecules or ions with the total composition C3H4N3O2S at a distorted geometry.

```
13
Properties=species:S:1:pos:R:3:mulliken_charge:R:1
C 0.9749 0.4064 -0.8778 -0.41
C 0.6002 -0.9343 -0.7263 -0.18
C 2.3890 -0.1331 0.7162 -0.06
N -1.9551 1.2839 0.3981 -0.81
N 1.8372 0.7985 -0.0009 -0.55
N -2.3314 0.0990 0.2317 1.15
O -1.8615 -0.5236 -0.8054 -0.73
O -3.0867 -0.5313 1.0073 -0.74
S 1.7033 -1.7269 0.4227 -0.13
H 0.7482 1.1219 -1.5972 0.45
H -0.1569 -1.4973 -1.2202 0.46
H 3.3164 -0.1902 1.2341 0.38
H -2.1777 1.8271 1.2178 0.16
```

## Properties
spin multiplicity = 1
net charge = -1
HOMO level = -4.1 eV
energy relative to the best compared isomer or geometry (same formula, charge and spin) = 104.4 kcal per mole
orbital gap = 0.2626 hartree
lowest unoccupied orbital energy = 3.06 eV

***

ORCA calculation (wB97M-V/def2-TZVPD) on 2 unconnected molecules or ions with the total composition C3H4N3P at a distorted geometry.

```
11
Properties=species:S:1:pos:R:3:mulliken_charge:R:1
C 1.0487 -1.6195 -2.2039 0.24
C 1.5297 0.8031 -3.1024 0.28
C 0.2848 0.6899 -0.6503 -0.40
N 1.4709 -2.6748 -2.1266 -0.33
N 2.2625 1.4157 -3.7292 -0.36
N -0.8913 -0.8212 0.1900 -0.67
P 0.1480 -0.0481 -2.2960 0.05
H 1.0405 0.3629 0.0373 0.36
H -0.3141 1.7037 -0.3795 0.29
H -1.5073 -1.3621 -0.3751 0.26
H -0.0785 -1.3557 0.4290 0.28
```

## Properties
spin multiplicity = 1
HOMO level (spin up / spin down) = -10.3 / -10.3 eV
energy relative to the best compared isomer or geometry (same formula, charge and spin) = 51.7 kcal per mole
orbital gap (spin up / spin down) = 0.3535 / 0.3535 hartree
lowest unoccupied orbital energy (spin up / spin down) = -0.72 / -0.72 eV

***

ORCA calculation (wB97M-V/def2-TZVPD) on C3H4N4 in the gas phase at a distorted geometry.

```
11
Properties=species:S:1:pos:R:3:mulliken_charge:R:1
C -0.2160 0.4055 -0.3797 0.52
C 0.7024 -0.4961 0.0997 -0.43
C -1.2722 -0.6936 1.0973 -0.25
H 1.0789 2.3536 -2.4019 0.25
H 1.7166 -0.6390 -0.1707 0.43
H 0.4881 -1.9211 1.7163 0.28
H -2.0520 -1.0770 1.7184 0.41
N 0.9719 1.4456 -1.8962 -0.48
N -0.0253 1.5599 -1.1360 -0.12
N 0.0022 -1.2536 1.0326 -0.11
N -1.3946 0.3157 0.3201 -0.51
```

## Properties
SMILES string = [H]/N=N/c1c[nH]cn1
spin multiplicity = 1
HOMO level = -9.0 eV
energy relative to the best compared isomer or geometry (same formula, charge and spin) = 53.8 kcal per mole
orbital gap = 0.3479 hartree
lowest unoccupied orbital energy = 0.47 eV

***

ORCA calculation (wB97M-V/def2-TZVPD) on C3H4N4 in the gas phase at a distorted geometry.

```
11
Properties=species:S:1:pos:R:3:mulliken_charge:R:1
C 1.7171 -0.8535 -0.1900 0.69
C 2.5140 -1.3226 -1.0581 -1.14
C -2.7337 0.6833 0.4962 -0.27
N 0.9201 -0.2949 0.4871 0.11
N 0.4609 0.9007 0.6341 -0.08
N -0.6243 1.3509 0.8358 -0.25
N -1.7367 0.7412 1.2981 -0.16
H 3.3375 -0.6434 -1.1255 0.20
H 2.4658 -2.0699 -1.7329 0.33
H -2.6658 1.1077 -0.5895 0.26
H -3.6550 0.4006 0.9448 0.30
```

## Properties
SMILES string = C=C=N/N=N\N=C
spin multiplicity = 1
HOMO level = -8.6 eV
energy relative to the best compared isomer or geometry (same formula, charge and spin) = 163.2 kcal per mole
orbital gap = 0.3349 hartree
lowest unoccupied orbital energy = 0.53 eV

***

ORCA calculation (wB97M-V/def2-TZVPD) on C3H4N4 in the gas phase at a distorted geometry.

```
11
Properties=species:S:1:pos:R:3:mulliken_charge:R:1
N 1.9692 -0.2140 -0.5349 -0.42
C 0.6190 -0.2011 -0.2343 0.44
C 0.1162 0.7836 0.5963 -0.13
N -1.1814 0.7114 0.9547 -0.47
C -2.0244 -0.1007 0.3902 0.00
N -1.6934 -0.9514 -0.7063 -0.29
N -0.4558 -1.0552 -1.0368 -0.21
H 2.5770 0.5841 -0.3428 0.20
H 2.4370 -1.0065 -0.9376 0.22
H 0.6618 1.6551 1.0084 0.30
H -3.0253 -0.2052 0.8430 0.36
```

## Properties
SMILES string = Nc1cncnn1
spin multiplicity = 1
HOMO level (spin up / spin down) = -8.8 / -8.8 eV
energy relative to the best compared isomer or geometry (same formula, charge and spin) = 68.6 kcal per mole
orbital gap (spin up / spin down) = 0.3325 / 0.3325 hartree
lowest unoccupied orbital energy (spin up / spin down) = 0.26 / 0.26 eV

***

ORCA calculation (wB97M-V/def2-TZVPD) on C3H4N4 in the gas phase at a distorted geometry.

```
11
Properties=species:S:1:pos:R:3:mulliken_charge:R:1
C -1.1095 -0.3589 0.1122 0.50
C 1.7675 -0.3196 -0.0843 -0.09
C 1.0338 0.9026 -0.1666 -0.19
H -3.2408 -0.9719 -0.3475 0.26
H 2.8417 -0.6529 0.0037 0.37
H 1.5782 1.9393 0.0082 0.26
H -0.8059 1.7157 0.1488 0.26
N -2.4241 -0.1729 -0.1870 -0.64
N -0.2894 -1.5038 0.2422 -0.31
N 1.0172 -1.4501 -0.0453 -0.24
N -0.3686 0.8723 0.3155 -0.18
```

## Properties
SMILES string = [H]/N=c1\nncc[nH]1
spin multiplicity = 1
HOMO level = -8.9 eV
energy relative to the best compared isomer or geometry (same formula, charge and spin) = 116.9 kcal per mole
orbital gap = 0.2840 hartree
lowest unoccupied orbital energy = -1.14 eV

***

ORCA calculation (wB97M-V/def2-TZVPD) on a molecular structure, C3H4N4O at a distorted geometry.

```
12
Properties=species:S:1:pos:R:3:mulliken_charge:R:1
C 2.0514 -0.4712 0.1427 -0.64
C -1.5261 -0.2283 -0.7738 0.02
C -1.9714 0.7197 0.1350 0.44
H 1.8847 -1.7296 -0.3208 0.27
H 2.5083 0.4189 -0.6014 0.27
H 2.6354 -0.4080 1.1539 0.28
H -2.1412 -0.9570 -1.5480 0.32
N 0.5938 0.1782 -0.0385 0.60
N -0.2706 -0.6199 -0.8201 -0.45
N -0.9558 1.2659 1.0169 -0.33
N 0.3653 1.0247 1.0044 -0.22
O -3.1738 0.8065 0.6498 -0.55
```

## Properties
spin multiplicity = 1
HOMO level = -9.7 eV
energy relative to the best compared isomer or geometry (same formula, charge and spin) = 162.6 kcal per mole
orbital gap = 0.3211 hartree
lowest unoccupied orbital energy = -0.91 eV